1.
This record from OMol25 describes a structure of composition C21H17MoN3O. The level of theory is the ωB97M-V functional and the def2-TZVPD basis.

## Properties
Maximum force in eV/Å: 1.00
Expectation value of S²: 2.03
HOMO energy (alpha / beta) in eV: -14.7 / -14.7
Frontier orbital gap (alpha / beta) in eV: 6.565 / 6.900
Multiplicity: 3
Charge: +2
Relative energy (zero: lowest compared OMol25 entry of this formula, charge and spin) in kcal/mol: 3.9

Geometry (Å):
C1 1.6738 -2.9841 1.4490
H1 1.6973 0.9193 -6.1718
C2 -3.2037 0.0010 1.2555
H2 -4.4895 -1.5741 3.9562
O1 -1.1802 -0.3881 0.1107
H3 2.2713 1.1216 2.2844
C3 -3.7865 -1.3226 3.1746
C4 1.0843 1.7747 -0.8709
H4 -0.5491 -3.7821 3.5349
C5 1.7822 1.1105 0.1927
H5 0.9904 -0.9604 -4.7491
C6 1.2324 1.4256 -2.3311
C7 -1.6585 -1.6858 2.0798
C8 0.4138 2.9625 -0.5610
H6 -0.4596 -1.1435 -2.4098
C9 1.5737 1.0670 -5.1082
C10 1.7662 1.6510 1.4843
C11 1.1731 0.0138 -4.3086
C12 -0.3882 -2.3709 2.0060
C13 1.1264 2.8572 1.7439
H7 1.0137 -1.8075 -2.5308
Mo1 0.7156 -0.5333 -0.0910
H8 1.8923 3.4258 -2.7191
H9 -3.4282 0.7599 0.5176
H10 -5.0298 0.2195 2.3347
C14 1.0024 0.1889 -2.9423
H11 1.1491 3.2782 2.7400
C15 -2.5895 -1.9943 3.0832
H12 -0.0925 3.5037 -1.3498
C16 1.2884 -3.7653 2.4763
C17 1.8156 2.3021 -4.5276
H13 2.6015 -2.9747 0.9021
H14 1.8080 -4.5547 2.9912
C18 -1.9918 -0.6778 1.1467
N1 0.0123 -3.3674 2.8081
C19 0.4180 3.4840 0.7280
C20 1.6557 2.4686 -3.1641
C21 -4.0933 -0.3161 2.2606
N2 0.5219 -0.9879 -2.1802
H15 -0.1286 4.3945 0.9351
H16 -2.3769 -2.7703 3.8079
H17 2.1360 3.1367 -5.1359
N3 0.6307 -2.1054 1.1479

Cartesian forces (eV/Å) of the 3 atoms listed first:
0.00 -0.15 0.05
0.01 0.01 0.01
0.21 0.02 -0.26


2.
This record from OMol25 describes a cluster of 6 separate species, C36H62O8 in total. The level of theory is the ωB97M-V functional and the def2-TZVPD basis.

## Properties
Maximum force in eV/Å: 2.13
HOMO energy in eV: -9.3
Frontier orbital gap in eV: 9.135
Charge: 0
SMILES string: O=C1c2ccccc2C(=O)c2c(CCO)cccc21.CCOCC.CCOCC.CCOCC.CCOCC.CCOCC
Relative energy (zero: lowest compared OMol25 entry of this formula, charge and spin) in kcal/mol: 88.6

Geometry (Å):
C1 -6.8283 -6.2342 -6.6236
H1 1.5679 -5.9557 -6.9124
C2 4.5771 1.3832 8.5085
C3 1.2133 -4.0865 -5.8603
H2 -0.1513 5.6270 2.5126
C4 -1.2089 7.7769 0.3168
C5 -0.0500 -5.7444 -4.6601
H3 6.4623 2.0956 2.2788
C6 3.1029 2.3734 2.2777
C7 4.2956 2.2095 -0.5917
C8 3.8420 1.2325 4.2429
H4 -2.0225 -0.6865 1.5286
H5 2.0972 -4.1664 -5.2178
C9 -1.6974 7.8018 1.7554
C10 3.5969 2.5180 8.7511
C11 -6.0642 -5.6940 -5.4267
H6 7.1771 2.8901 7.1554
H7 -8.2817 -4.4219 -4.3307
H8 0.3289 2.2203 -0.5671
H9 1.1152 -3.0326 -6.1251
H10 0.8714 -7.1208 -3.2804
H11 7.7647 1.5782 9.2129
C12 6.4643 2.7765 7.9733
H12 -0.5583 8.6307 0.1231
H13 5.9001 3.7139 8.0286
H14 4.0427 0.5423 8.0639
H15 3.6587 0.7024 5.1726
H16 4.1419 4.1309 0.4486
C13 1.3914 -4.9010 -7.1302
H17 -7.4005 -3.6030 -6.5465
H18 4.0695 3.3557 9.2674
C14 -4.0738 -1.8857 -2.1313
H19 4.4830 0.2546 -0.6983
C15 0.0369 1.6639 0.3194
H20 -5.1204 -3.6683 -1.5186
H21 -7.1989 -3.3146 -3.4938
H22 -0.0981 -6.4457 -5.5006
H23 4.9987 1.0201 9.4526
O1 -5.7461 -4.3181 -5.5272
C16 -1.9228 -1.9665 -3.2056
O2 0.9376 1.6990 4.9729
H24 5.7576 3.4311 0.4119
H25 -0.8407 4.0177 2.6960
O3 -2.6571 6.8037 2.0493
H26 7.9431 3.3293 9.4414
H27 4.5761 2.5780 -1.5866
H28 -0.7453 -0.2371 3.6183
C17 5.4413 2.0053 2.6333
C18 4.4136 2.5119 1.8608
H29 6.5588 2.4791 10.1250
C19 1.9159 2.8760 1.4889
C20 -0.9819 0.7220 0.3560
H30 -2.1910 8.7554 1.9479
H31 -5.1093 -6.2158 -5.3501
H32 2.0320 -6.1525 -4.1861
H33 -6.3001 -6.0057 -7.5504
H34 -3.3679 -2.4755 -4.7435
H35 -4.6324 -1.7464 -3.0639
H36 2.7654 2.1744 9.3672
H37 -3.0861 4.8408 2.1385
H38 -1.2906 5.3149 3.8204
C21 0.7433 1.8860 1.4721
H39 -0.9703 -1.4370 -3.1509
C22 -0.5312 0.2977 2.6991
H40 0.4976 -4.8396 -7.7530
H41 -8.5231 -2.6837 -4.4936
H42 -3.6703 -3.9945 -2.4659
C23 2.8233 1.7151 3.4738
H43 -1.9949 5.2624 0.8343
H44 -1.7141 -2.2903 -5.3235
H45 -6.9453 -7.3154 -6.5412
C24 7.2269 2.5263 9.2633
C25 -2.4510 -1.8938 -4.6249
H46 -4.5784 -1.2834 -1.3739
H47 3.2182 1.9966 -0.5820
C26 -6.8419 -3.4263 -5.6208
C27 4.6943 3.1944 0.5252
C28 -7.7654 -3.4641 -4.4149
C29 -1.0593 5.0833 2.7790
O4 1.8788 3.9579 0.9531
H48 -1.5168 0.5243 -0.5690
C30 -1.2359 0.0655 1.5362
H49 1.1198 -5.4106 -2.8757
H50 -2.6803 -0.8621 -4.9000
H51 -2.0525 7.8116 -0.3747
O5 -2.7702 -1.3452 -2.2509
H52 -1.0095 -5.8115 -4.1449
H53 -0.8552 7.7392 2.4535
H54 -0.6420 6.8702 0.0987
C31 1.3666 1.5542 3.8414
C32 -2.2268 5.4637 1.8864
O6 5.6126 1.7097 7.5985
H55 -1.7194 -3.0034 -2.9186
C33 5.1395 1.3810 3.8165
H56 5.9662 0.9819 4.3982
C34 -4.0953 -3.3424 -1.7008
C35 1.0579 -6.1293 -3.6945
H57 -6.4079 -2.4288 -5.7048
O7 4.9664 0.9783 -0.2910
C36 0.4828 1.2284 2.6580
H58 2.2448 -4.5318 -7.7001
H59 -7.8255 -5.7968 -6.6968
H60 -6.6046 -5.8943 -4.4946
O8 0.0430 -4.4130 -5.1328
H61 -3.5129 -3.4816 -0.7881
H62 3.2035 2.8937 7.8053

Cartesian forces (eV/Å) of the 3 atoms listed first:
-0.14 0.14 -0.02
0.07 0.02 -0.02
-0.14 0.03 0.08


3.
This record from OMol25 describes a cluster of 2 separate species, C4H11NO2S in total. The level of theory is the ωB97M-V functional and the def2-TZVPD basis.

## Properties
Maximum force in eV/Å: 3.12
HOMO energy in eV: -8.7
Frontier orbital gap in eV: 9.199
Charge: 0
SMILES string: CN[C@H](C=O)CS.O
Relative energy (zero: lowest compared OMol25 entry of this formula, charge and spin) in kcal/mol: 56.4

Geometry (Å):
C1 -0.3375 1.5640 -1.4927
H1 2.1646 -1.4077 3.2693
H2 1.0040 -1.4561 -0.4024
H3 -2.3792 1.3380 0.3290
O1 1.2623 -1.6838 3.4942
H4 -2.5076 -0.0741 1.4364
C2 0.8609 -0.6165 -1.1767
S1 2.3724 -0.2408 -2.0811
N1 -0.5975 0.2168 0.6588
C3 -2.0247 0.3504 0.5504
H5 1.0662 1.0793 0.1452
H6 -2.5988 -0.3627 -0.0660
H7 0.0837 -1.1609 -1.7123
O2 -1.2484 1.2005 -2.1896
H8 -0.2787 -0.6405 1.0823
H9 1.8673 -0.4974 -3.3116
H10 0.9024 -0.7871 3.5980
H11 0.1226 2.5578 -1.6455
C4 0.2660 0.6207 -0.4855

Cartesian forces (eV/Å) of the 3 atoms listed first:
-0.14 -0.22 -0.34
0.05 -0.71 0.00
0.60 1.56 -0.62


4.
This record from OMol25 describes the molecule C18H20ClNO5. The level of theory is the ωB97M-V functional and the def2-TZVPD basis.

## Properties
Maximum force in eV/Å: 0.65
HOMO energy in eV: -8.6
Frontier orbital gap in eV: 9.174
Charge: 0
SMILES string: CCOC(=O)c1c(C)[nH]c(C(=O)OCCOc2ccc(Cl)cc2)c1C
Relative energy (zero: lowest compared OMol25 entry of this formula, charge and spin) in kcal/mol: 0.0

Geometry (Å):
O1 1.3262 0.9778 0.8450
C1 -1.6981 -1.5720 0.4504
H1 -3.3510 1.7783 -1.3327
C2 -2.7433 -0.7224 0.0794
C3 7.0195 -0.9090 -0.0761
C4 -2.2241 0.5986 0.0215
C5 5.5470 0.9619 0.2122
C6 -2.9478 1.8461 -0.3241
H2 -7.0449 0.4365 0.9050
C7 6.1448 -1.4686 -0.9963
C8 0.1402 1.5219 0.4535
C9 -6.2619 -0.4904 -0.8769
H3 4.2810 -1.2223 -2.0212
H4 -0.9456 -3.5082 0.0038
H5 -3.7881 1.9930 0.3515
H6 3.1597 1.3674 1.5509
H7 2.2026 2.4956 -1.1338
H8 -1.4174 -3.2750 1.6883
C10 -0.8822 0.5040 0.3601
H9 -8.1462 -0.7128 0.1283
H10 -2.2723 2.6934 -0.2581
H11 3.7789 2.9114 -0.4215
Cl1 8.4884 -1.7309 0.3231
H12 -6.2952 -1.4665 -1.3727
C11 -7.1095 -0.5178 0.3876
N1 -0.5987 -0.8204 0.6122
H13 7.4099 0.7330 1.2355
C12 6.7241 0.3013 0.5236
H14 0.3181 -1.1503 0.8691
C13 -4.1087 -1.1675 -0.1969
O2 3.4858 0.9707 -1.1117
C14 4.9748 -0.8098 -1.3063
C15 3.0057 2.1373 -0.4848
H15 6.3810 -2.4114 -1.4635
H16 -6.7577 -1.3045 1.0505
C16 4.6588 0.4124 -0.7073
O3 -4.9056 -0.1618 -0.5899
H17 -2.6646 -3.4452 0.4413
H18 -6.6040 0.2880 -1.5625
O4 -4.4930 -2.3129 -0.1011
C17 -1.6812 -3.0399 0.6573
H19 5.3456 1.9066 0.6918
C18 2.4292 1.8655 0.9105
O5 0.0079 2.7034 0.2316
H20 2.1120 2.8157 1.3534

Cartesian forces (eV/Å) of the 3 atoms listed first:
-0.31 -0.30 -0.07
-0.28 0.00 -0.06
-0.05 0.06 -0.03


5.
This record from OMol25 describes a cluster of 21 separate species, H43O21 in total. The level of theory is the ωB97M-V functional and the def2-TZVPD basis.

## Properties
Maximum force in eV/Å: 2.75
HOMO energy in eV: -13.2
Frontier orbital gap in eV: 10.634
Charge: +1
Relative energy (zero: lowest compared OMol25 entry of this formula, charge and spin) in kcal/mol: 96.3

Geometry (Å):
H1 -0.9285 3.2205 -0.3640
H2 1.8856 1.3573 4.4617
O1 -1.1948 2.3115 2.7767
H3 0.8425 -2.9724 0.5642
H4 2.3863 -2.8711 1.3179
O2 2.6489 2.1623 -0.5071
H5 -0.7287 -0.8650 0.1288
O3 3.0602 -1.1706 2.5591
H6 2.6429 -0.9217 3.3820
O4 -0.0691 -2.7264 -1.2028
O5 -2.6973 1.0420 0.7954
O6 3.8175 -0.5802 -1.0453
O7 1.4141 3.9887 0.9998
O8 2.3828 -3.3050 -1.9449
O9 0.3141 -2.6906 2.7832
O10 -3.0879 -1.6945 -2.5119
O11 1.3320 -0.2959 -1.5259
O12 -3.8274 -3.1148 1.2695
H7 2.0593 1.3888 -0.5110
H8 3.2234 -0.5851 -1.8032
H9 0.6031 1.5972 1.0473
H10 2.1705 1.3512 2.9449
H11 -3.7996 -3.7685 0.5576
H12 -0.6924 2.6179 3.5416
H13 -2.6186 1.4614 1.6856
O13 -2.5115 1.7375 -3.5048
H14 -0.7819 -1.8672 1.1348
H15 -1.9200 1.9473 -4.2204
H16 -3.5781 -0.9763 -2.9088
H17 -1.2969 2.5515 -2.0024
H18 -3.6544 -1.5924 1.5559
O14 1.7716 -3.1391 0.6285
H19 -3.4076 1.5496 -3.7564
O15 -0.6030 3.1819 -2.2176
O16 0.0091 1.0189 0.5748
H20 0.3176 0.8292 -0.3095
H21 2.1132 4.6462 1.0038
H22 -0.8199 2.9173 2.0965
H23 -0.9227 4.5811 0.2884
H24 -0.6594 3.3855 -3.1461
H25 -2.4800 0.0392 1.1168
H26 0.5224 -0.5245 -2.0016
H27 -0.9434 -2.6914 -1.5995
H28 0.5320 0.6064 -4.9910
H29 4.5398 -0.0131 -1.3364
O17 2.4416 0.9668 3.7800
O18 -3.5159 -0.8028 2.1552
H30 -3.8176 -3.7606 1.9873
H31 -2.2924 -1.2497 -2.2656
H32 3.7459 -0.5218 2.3908
H33 1.6659 3.2708 0.4088
O19 0.2604 0.5813 -4.0853
H34 0.3579 -3.5769 -1.3633
H35 -1.8271 1.1688 0.3353
H36 3.0494 1.9792 -1.3605
H37 2.4305 -3.0582 -0.9988
H38 0.2272 -2.0835 3.5147
H39 -4.2976 -0.7661 2.7128
O20 -1.0815 3.6534 0.4873
H40 0.9966 -3.3481 2.7409
H41 0.9050 0.2497 -3.4718
O21 -1.3711 -1.4626 0.5002
H42 3.2776 -3.2965 -2.2891
H43 1.4795 -1.0675 -0.9835

Cartesian forces (eV/Å) of the 3 atoms listed first:
0.31 0.55 0.26
0.07 0.18 -0.06
0.87 0.53 0.02